# 1
DFT (the ωB97M-V functional and the def2-TZVPD basis) results for a cluster of 6 separate species, C31H26N7O11S in total.

Element x y z (Å)
N 1.238 -1.121 2.756
C 1.840 -1.953 3.287
O 2.397 -2.718 4.139
N 3.633 -3.393 3.589
S 4.832 -2.131 3.589
H 5.532 -2.478 2.501
C 0.050 2.344 -0.545
C 0.286 3.693 -0.764
C 1.351 4.321 -0.146
C 2.172 3.579 0.683
C 1.954 2.235 0.918
C 0.880 1.617 0.297
N 3.316 4.248 1.320
O 3.464 5.437 1.105
O 4.046 3.584 2.016
H -0.781 1.863 -1.034
H -0.362 4.256 -1.422
H 1.539 5.370 -0.312
H 2.601 1.669 1.572
H 0.698 0.564 0.473
C -0.174 -7.878 3.389
C 0.594 -6.752 3.641
C 1.239 -6.099 2.603
C 1.093 -6.592 1.322
C 0.336 -7.716 1.050
C -0.299 -8.363 2.094
N 1.744 -5.896 0.199
O 2.413 -4.926 0.446
O 1.563 -6.347 -0.920
H -0.679 -8.381 4.204
H 0.693 -6.374 4.648
H 1.843 -5.218 2.796
H 0.238 -8.081 0.040
H -0.897 -9.241 1.898
C 2.795 -2.405 -4.184
C 2.181 -2.056 -5.380
C 1.302 -0.988 -5.425
C 1.057 -0.283 -4.264
C 1.655 -0.617 -3.063
C 2.529 -1.689 -3.026
N 0.135 0.861 -4.297
O -0.410 1.132 -5.344
O -0.025 1.460 -3.255
H 3.482 -3.239 -4.154
H 2.388 -2.618 -6.280
H 0.819 -0.714 -6.350
H 1.445 -0.054 -2.165
H 3.003 -1.963 -2.094
C -3.385 -0.189 0.552
C -2.247 -0.674 -0.072
C -1.917 -2.013 0.022
C -2.740 -2.851 0.742
C -3.870 -2.390 1.388
C -4.192 -1.047 1.288
N -2.402 -4.279 0.803
O -1.420 -4.642 0.198
O -3.139 -5.011 1.431
H -3.641 0.859 0.472
H -1.614 -0.007 -0.637
H -1.032 -2.394 -0.463
H -4.495 -3.064 1.952
H -5.076 -0.670 1.782
C -1.277 9.230 -0.765
C -1.542 9.117 0.592
C -2.261 8.035 1.072
C -2.701 7.080 0.178
C -2.452 7.179 -1.176
C -1.735 8.263 -1.649
N -3.447 5.916 0.683
O -3.671 5.867 1.871
O -3.793 5.080 -0.122
H -0.709 10.073 -1.134
H -1.185 9.870 1.280
H -2.470 7.939 2.126
H -2.806 6.423 -1.859
H -1.528 8.351 -2.706

Properties
Kohn-Sham gap = 3.88 eV
Energy relative to the best compared isomer or geometry (same formula, charge and spin) = 0.0000 eV
E_tot = -76341.649 eV
Largest force on an atom = 1.3 eV/Å
Charge = -1

Mulliken atomic charge list, values in e, 8 entries:
1 N -0.570
2 C 0.689
3 O -0.383
4 N -0.446
5 S -0.317
6 H 0.058
7 C -0.328
8 C -0.656

---

# 2
DFT (the ωB97M-V functional and the def2-TZVPD basis) results for a structure of composition C31H27BF6N7O5SeTeY.

Element x y z (Å)
Y 1.560 -0.665 -0.425
B -1.159 -2.513 -2.183
N -0.755 -3.059 -0.767
C -1.455 -3.953 -0.052
C -0.683 -4.376 1.016
C 0.510 -3.665 0.866
N 0.460 -2.884 -0.205
N -1.336 -0.953 -2.199
C -2.357 -0.286 -2.753
C -2.099 1.072 -2.680
C -0.863 1.145 -2.038
N -0.408 -0.077 -1.768
H -0.311 -2.841 -2.976
H -2.247 -2.972 -2.446
H -2.445 -4.237 -0.367
H -0.950 -5.080 1.785
H 1.387 -3.660 1.496
H -3.197 -0.826 -3.155
H -2.724 1.882 -3.012
H -0.284 2.009 -1.752
F -1.566 -2.055 -6.791
C -0.433 -1.333 -6.736
C 0.236 -1.178 -5.586
N 1.389 -0.439 -5.498
C 2.047 -0.335 -4.193
C 2.284 -1.733 -3.574
O 2.568 -2.654 -4.329
O 2.165 -1.770 -2.308
C 1.939 0.159 -6.602
O 2.959 0.819 -6.602
N 1.223 -0.045 -7.775
C 0.043 -0.751 -7.970
O -0.473 -0.831 -9.070
H -0.105 -1.641 -4.667
H 1.451 0.289 -3.530
H 3.009 0.145 -4.350
H 1.623 0.389 -8.593
C -2.437 -1.616 5.958
C -2.677 -0.487 5.185
C -1.882 -0.194 4.087
C -0.819 -1.027 3.722
C -0.581 -2.148 4.526
C -1.376 -2.445 5.622
C 0.070 -0.815 2.554
C -0.153 -0.154 1.407
C -1.406 0.562 1.163
C -2.572 -0.099 0.754
C -3.740 0.602 0.500
C -3.789 1.983 0.642
C -2.638 2.656 1.037
C -1.466 1.959 1.283
H -3.063 -1.841 6.814
H -3.493 0.180 5.442
H -2.087 0.697 3.512
H 0.249 -2.797 4.270
H -1.165 -3.327 6.217
H 1.020 -1.337 2.672
H -2.547 -1.177 0.642
H -4.625 0.061 0.182
H -4.705 2.526 0.439
H -2.653 3.734 1.154
H -0.571 2.484 1.597
Se 2.645 2.565 1.112
C 2.194 3.608 2.660
C 2.767 3.607 3.924
C 2.292 4.506 4.868
N 1.322 5.393 4.654
C 0.782 5.385 3.436
C 1.169 4.525 2.424
H 3.563 2.928 4.182
H 2.727 4.508 5.862
H -0.015 6.100 3.257
H 0.670 4.569 1.464
F 5.251 0.714 0.712
Te 3.944 0.574 2.054
F 5.042 1.830 2.988
F 2.694 0.963 -1.049
F 2.934 0.596 3.652
F 5.074 -0.642 2.931
O 3.048 -0.808 1.280

Properties
Kohn-Sham gap = 6.49 eV
Energy relative to the best compared isomer or geometry (same formula, charge and spin) = 3.2663 eV
E_tot = -143927.861 eV
Largest force on an atom = 0.4 eV/Å
Charge = -2

Mulliken atomic charge list, values in e, 8 entries:
1 Y 1.470
2 B -0.002
3 N 0.123
4 C -0.408
5 C -1.030
6 C -0.363
7 N 0.122
8 N 0.142

---

# 3
DFT (the ωB97M-V functional and the def2-TZVPD basis) results for a structure of composition C31H27Cl2N2O5W.

Element x y z (Å)
W -0.692 -0.154 -0.490
C 3.886 -2.512 0.177
C 2.594 -2.401 -0.578
C 2.435 -1.459 -1.582
C 1.233 -1.335 -2.279
C 1.141 -0.420 -3.467
C 0.149 -2.147 -1.895
C 0.322 -3.171 -0.934
C -0.749 -4.201 -0.724
C 1.534 -3.264 -0.279
H 4.341 -3.490 0.012
H 3.710 -2.408 1.248
H 4.595 -1.746 -0.130
H 3.267 -0.815 -1.846
H 1.852 -0.747 -4.228
H 1.402 0.602 -3.192
H 0.147 -0.429 -3.906
H -0.751 -2.146 -2.504
H -0.529 -5.071 -1.348
H -1.732 -3.833 -1.012
H -0.783 -4.540 0.311
H 1.674 -4.034 0.472
C -4.699 -2.434 -0.241
O -3.984 -3.438 0.483
C -3.056 -3.064 1.398
C -3.036 -3.758 2.598
C -2.100 -3.467 3.580
C -1.175 -2.463 3.374
C -1.136 -1.792 2.151
C -0.111 -0.742 2.007
N 0.738 -0.581 1.029
N 1.713 0.387 1.203
C 1.742 1.195 0.189
O 0.854 1.082 -0.787
C 2.725 2.285 0.119
C 2.709 3.153 -0.971
C 3.633 4.181 -1.048
C 4.573 4.345 -0.040
C 4.590 3.479 1.046
C 3.671 2.449 1.129
C -2.086 -2.082 1.159
O -2.043 -1.451 -0.039
H -5.632 -2.898 -0.546
H -4.149 -2.102 -1.119
H -4.914 -1.576 0.399
H -3.786 -4.523 2.745
H -2.110 -4.012 4.513
H -0.458 -2.206 4.144
H 0.025 -0.092 2.871
H 1.973 3.013 -1.752
H 3.623 4.854 -1.895
H 5.296 5.148 -0.101
H 5.325 3.609 1.830
H 3.672 1.767 1.968
Cl -3.193 5.744 -4.006
C -2.749 4.184 -3.419
C -2.697 3.105 -4.322
C -2.341 1.853 -3.895
Cl -2.311 0.538 -5.008
C -1.993 1.611 -2.547
O -1.630 0.415 -2.182
C -2.087 2.702 -1.641
C -1.932 2.529 -0.255
O -1.613 1.467 0.356
C -2.468 3.989 -2.103
H -2.945 3.266 -5.362
H -2.135 3.389 0.388
H -2.534 4.808 -1.399

Properties
Kohn-Sham gap (alpha / beta) = 6.56 / 6.83 eV
Energy relative to the best compared isomer or geometry (same formula, charge and spin) = 1.1217 eV
E_tot = -72668.389 eV
Largest force on an atom = 1.5 eV/Å
Charge = +1
2S+1 = 3

Mulliken atomic charge list, values in e, 8 entries:
1 W 1.553
2 C -1.840
3 C 0.753
4 C -0.245
5 C 1.080
6 C -1.265
7 C -1.146
8 C 0.960

---

# 4
DFT (the ωB97M-V functional and the def2-TZVPD basis) results for a structure of composition C31H27Cl5N2O4PtTe.

Element x y z (Å)
Pt -0.524 -0.871 0.470
O 1.638 -0.820 -0.998
C 2.230 -0.823 0.093
O 1.602 -0.943 1.201
C 3.702 -0.696 0.098
C 4.497 -0.966 1.219
C 5.865 -0.905 1.136
C 6.492 -0.545 -0.075
C 5.693 -0.260 -1.200
C 4.331 -0.336 -1.106
N 7.867 -0.464 -0.166
O 8.568 -0.713 0.853
O 8.391 -0.134 -1.265
H 4.011 -1.237 2.149
H 6.497 -1.143 1.982
H 6.198 0.004 -2.118
H 3.704 -0.118 -1.959
Te -2.646 -1.417 -0.967
C -4.515 -0.973 -0.072
C -5.597 -0.750 -0.916
C -6.865 -0.532 -0.421
C -7.081 -0.531 0.948
C -6.017 -0.764 1.804
C -4.753 -0.990 1.296
H -5.418 -0.739 -1.980
H -7.690 -0.360 -1.100
H -8.068 -0.342 1.344
H -6.175 -0.773 2.874
H -3.931 -1.179 1.970
C 0.641 5.179 -2.322
C 0.309 3.720 -2.164
C 0.333 2.888 -3.275
C 0.035 1.541 -3.114
C 0.072 0.591 -4.273
C -0.257 1.055 -1.862
C -0.292 1.853 -0.686
C -0.007 3.225 -0.910
N -0.572 1.202 0.465
C -0.778 1.741 1.806
C 0.325 1.226 2.753
C -0.835 3.265 2.005
C -2.126 1.178 2.298
H 0.981 5.387 -3.335
H 1.425 5.476 -1.627
H -0.237 5.793 -2.121
H 0.599 3.279 -4.248
H 0.341 1.108 -5.194
H -0.895 0.107 -4.410
H 0.803 -0.190 -4.074
H -0.377 -0.010 -1.759
H 0.004 3.944 -0.110
H 1.301 1.555 2.404
H 0.338 0.138 2.794
H 0.162 1.611 3.760
H 0.141 3.716 1.848
H -1.118 3.453 3.042
H -1.578 3.737 1.365
H -2.135 0.097 2.168
H -2.952 1.603 1.730
H -2.270 1.398 3.355
Cl -0.059 -3.044 -2.050
C -0.154 -3.725 -0.480
C -0.402 -2.882 0.602
C -0.558 -3.516 1.837
Cl -0.883 -2.527 3.208
C -0.494 -4.900 2.003
Cl -0.746 -5.624 3.546
C -0.217 -5.700 0.905
Cl -0.150 -7.413 1.069
C -0.038 -5.111 -0.341
Cl 0.314 -6.105 -1.702

Properties
Kohn-Sham gap = 3.73 eV
Energy relative to the best compared isomer or geometry (same formula, charge and spin) = 0.0000 eV
E_tot = -116907.617 eV
Largest force on an atom = 4.3 eV/Å
Charge = -2

Mulliken atomic charge list, values in e, 8 entries:
1 Pt 1.322
2 O -0.496
3 C 0.389
4 O -0.991
5 C -0.006
6 C -0.299
7 C -0.432
8 C -0.060

---

Repeat the third record exactly.
DFT (the ωB97M-V functional and the def2-TZVPD basis) results for a structure of composition C31H27Cl2N2O5W.

Element x y z (Å)
W -0.692 -0.154 -0.490
C 3.886 -2.512 0.177
C 2.594 -2.401 -0.578
C 2.435 -1.459 -1.582
C 1.233 -1.335 -2.279
C 1.141 -0.420 -3.467
C 0.149 -2.147 -1.895
C 0.322 -3.171 -0.934
C -0.749 -4.201 -0.724
C 1.534 -3.264 -0.279
H 4.341 -3.490 0.012
H 3.710 -2.408 1.248
H 4.595 -1.746 -0.130
H 3.267 -0.815 -1.846
H 1.852 -0.747 -4.228
H 1.402 0.602 -3.192
H 0.147 -0.429 -3.906
H -0.751 -2.146 -2.504
H -0.529 -5.071 -1.348
H -1.732 -3.833 -1.012
H -0.783 -4.540 0.311
H 1.674 -4.034 0.472
C -4.699 -2.434 -0.241
O -3.984 -3.438 0.483
C -3.056 -3.064 1.398
C -3.036 -3.758 2.598
C -2.100 -3.467 3.580
C -1.175 -2.463 3.374
C -1.136 -1.792 2.151
C -0.111 -0.742 2.007
N 0.738 -0.581 1.029
N 1.713 0.387 1.203
C 1.742 1.195 0.189
O 0.854 1.082 -0.787
C 2.725 2.285 0.119
C 2.709 3.153 -0.971
C 3.633 4.181 -1.048
C 4.573 4.345 -0.040
C 4.590 3.479 1.046
C 3.671 2.449 1.129
C -2.086 -2.082 1.159
O -2.043 -1.451 -0.039
H -5.632 -2.898 -0.546
H -4.149 -2.102 -1.119
H -4.914 -1.576 0.399
H -3.786 -4.523 2.745
H -2.110 -4.012 4.513
H -0.458 -2.206 4.144
H 0.025 -0.092 2.871
H 1.973 3.013 -1.752
H 3.623 4.854 -1.895
H 5.296 5.148 -0.101
H 5.325 3.609 1.830
H 3.672 1.767 1.968
Cl -3.193 5.744 -4.006
C -2.749 4.184 -3.419
C -2.697 3.105 -4.322
C -2.341 1.853 -3.895
Cl -2.311 0.538 -5.008
C -1.993 1.611 -2.547
O -1.630 0.415 -2.182
C -2.087 2.702 -1.641
C -1.932 2.529 -0.255
O -1.613 1.467 0.356
C -2.468 3.989 -2.103
H -2.945 3.266 -5.362
H -2.135 3.389 0.388
H -2.534 4.808 -1.399

Properties
Kohn-Sham gap (alpha / beta) = 6.56 / 6.83 eV
Energy relative to the best compared isomer or geometry (same formula, charge and spin) = 1.1217 eV
E_tot = -72668.389 eV
Largest force on an atom = 1.5 eV/Å
Charge = +1
2S+1 = 3

Mulliken atomic charge list, values in e, 8 entries:
1 W 1.553
2 C -1.840
3 C 0.753
4 C -0.245
5 C 1.080
6 C -1.265
7 C -1.146
8 C 0.960